Entry 1:
{
  "formula": "C29H38NOsS",
  "method": "the ωB97M-V functional and the def2-TZVPD basis",
  "species": ["Os", "C", "C", "C", "C", "C", "C", "C", "C", "C", "C", "C", "C", "C", "C", "C", "C", "C", "H", "H", "H", "H", "H", "H", "H", "H", "H", "H", "H", "H", "H", "H", "H", "H", "H", "H", "H", "H", "H", "H", "H", "H", "H", "H", "H", "H", "H", "S", "C", "C", "C", "C", "C", "N", "H", "H", "H", "H", "C", "C", "C", "C", "C", "C", "C", "H", "H", "H", "H", "H"],
  "xyz": [[0.127236, 0.246968, -0.447881], [1.522051, 0.328071, 1.396926], [0.587421, -0.771660, 1.436012], [-0.761578, -0.179509, 1.429914], [-0.558794, 1.255785, 1.410749], [0.843857, 1.551624, 1.384243], [1.471708, 2.927050, 1.463562], [2.926468, 2.886233, 0.992025], [1.421594, 3.376216, 2.932041], [0.709102, 3.943014, 0.609748], [-2.170505, -0.746212, 1.673000], [-3.172481, 0.411723, 1.765655], [-2.218067, -1.458747, 3.033626], [-2.699666, -1.655653, 0.557005], [1.166317, -2.182404, 1.620531], [1.424019, -2.398821, 3.119796], [0.328957, -3.340462, 1.080103], [2.519106, -2.273893, 0.891730], [2.591328, 0.230283, 1.330794], [-1.345523, 1.990431, 1.412902], [3.536416, 2.255569, 1.643106], [3.350215, 3.894165, 1.013787], [2.986262, 2.501821, -0.029074], [1.960426, 2.669744, 3.567609], [0.388920, 3.429047, 3.284532], [1.877347, 4.364141, 3.046325], [0.783557, 3.695379, -0.448054], [1.130380, 4.941432, 0.759563], [-0.348599, 3.980657, 0.879628], [-2.943675, 1.083321, 2.594682], [-4.173636, 0.002399, 1.924093], [-3.188900, 0.986780, 0.837541], [-1.846500, -0.797305, 3.820535], [-1.619492, -2.366070, 3.048515], [-3.248556, -1.733800, 3.276339], [-2.804254, -1.077615, -0.361163], [-3.676265, -2.059730, 0.846673], [-2.038961, -2.479396, 0.332539], [0.498728, -2.374506, 3.695653], [2.078591, -1.614903, 3.506635], [1.907297, -3.365892, 3.287668], [-0.605372, -3.480929, 1.615186], [0.901583, -4.266897, 1.184591], [0.118162, -3.191149, 0.022558], [3.280038, -1.645440, 1.354854], [2.408632, -1.963670, -0.148387], [2.882304, -3.304554, 0.928245], [2.430206, 1.487167, -2.706164], [0.925720, 2.248686, -2.673574], [0.670250, 3.392273, -3.494471], [-0.528258, 4.038745, -3.479540], [-1.555200, 3.567270, -2.647737], [-1.283634, 2.471876, -1.874286], [-0.100320, 1.825459, -1.849096], [1.483012, 3.732212, -4.119662], [-0.684978, 4.910471, -4.105567], [-2.530046, 4.032331, -2.608898], [-2.034195, 2.051673, -1.218211], [-0.065556, -1.032477, -1.660211], [-0.278360, -2.043833, -2.675286], [0.543031, -3.179270, -2.705733], [0.371261, -4.157966, -3.669399], [-0.598215, -3.998067, -4.654232], [-1.394361, -2.864869, -4.655188], [-1.251410, -1.903554, -3.661463], [1.324435, -3.254911, -1.959849], [1.010295, -5.032872, -3.674010], [-0.724600, -4.751244, -5.422693], [-2.148685, -2.734712, -5.422268], [-1.887613, -1.027030, -3.639153]],
  "forces_ev_per_a": [[0.098, -2.056, -0.724], [0.027, 0.145, -0.184], [-0.042, 0.062, -0.190], [-0.149, -0.007, 0.211], [0.201, 0.345, 0.222], [-0.455, 0.104, 0.080], [0.034, 0.017, -0.047], [-0.029, 0.010, -0.018], [0.000, -0.018, -0.004], [-0.001, 0.006, 0.020], [-0.002, 0.045, 0.139], [-0.109, 0.015, -0.021], [0.024, 0.005, -0.044], [0.012, 0.114, 0.083], [0.062, 0.027, 0.008], [0.007, 0.010, 0.011], [-0.011, 0.092, 0.005], [0.011, -0.014, 0.000], [-0.024, 0.006, 0.045], [0.058, 0.004, 0.102], [0.007, -0.002, 0.001], [0.003, -0.002, -0.002], [0.020, 0.000, 0.015], [-0.002, 0.004, 0.005], [0.003, 0.002, 0.005], [0.002, -0.002, -0.004], [0.009, 0.022, 0.017], [-0.004, -0.006, 0.006], [-0.002, 0.000, -0.007], [-0.020, -0.011, 0.002], [-0.002, 0.007, -0.006], [0.001, 0.004, 0.015], [0.006, -0.009, -0.009], [0.055, -0.062, -0.026], [0.006, -0.009, 0.000], [0.011, -0.007, -0.008], [0.025, 0.011, -0.004], [0.187, -0.211, -0.015], [-0.042, -0.001, 0.009], [0.005, -0.002, 0.010], [0.002, 0.001, 0.002], [-0.147, 0.061, 0.031], [-0.026, 0.016, 0.005], [-0.098, -0.001, -0.022], [0.004, -0.038, -0.005], [0.020, 0.008, -0.012], [-0.002, 0.009, -0.003], [0.128, 0.025, -0.038], [-0.303, 0.031, 0.173], [0.051, -0.053, 0.023], [-0.046, 0.068, -0.019], [-0.034, 0.003, -0.005], [-0.072, -0.067, 0.023], [0.422, 0.353, -0.273], [0.008, -0.023, -0.004], [0.008, -0.008, -0.010], [0.004, 0.002, 0.006], [0.008, 0.005, 0.005], [-0.085, 0.792, 0.053], [0.355, 0.199, 0.548], [0.041, -0.100, 0.019], [-0.003, 0.101, 0.032], [0.072, -0.157, -0.059], [-0.099, 0.205, 0.139], [-0.232, 0.024, -0.249], [0.025, -0.091, -0.048], [0.001, 0.001, 0.012], [0.007, -0.003, 0.008], [0.008, 0.011, 0.000], [0.000, -0.010, -0.025]],
  "lowdin_charge": [1.301, -0.110, -0.258, -0.286, -0.172, -0.303, -0.554, -0.056, -0.051, -0.041, -0.530, -0.080, -0.047, -0.058, -0.534, -0.045, -0.050, -0.066, 0.101, 0.090, 0.078, 0.082, 0.045, 0.083, 0.080, 0.077, 0.067, 0.084, 0.080, 0.083, 0.082, 0.075, 0.091, 0.053, 0.078, 0.070, 0.081, 0.053, 0.066, 0.084, 0.081, 0.061, 0.083, 0.056, 0.073, 0.075, 0.081, 0.477, -0.862, -0.145, -0.110, -0.109, -0.186, -0.167, 0.080, 0.094, 0.085, 0.085, -0.224, -0.318, -0.061, -0.098, -0.120, -0.103, -0.052, 0.098, 0.094, 0.089, 0.093, 0.108],
  "e_above_lowest_kcal_mol": 13.0,
  "homo_energy_ha": -0.1081,
  "lumo_energy_ev": 2.74,
  "total_charge": -1
}


Entry 2:
{
  "formula": "C7H11BrNO",
  "method": "the ωB97M-V functional and the def2-TZVPD basis",
  "species": ["C", "N", "C", "C", "C", "C", "C", "Br", "C", "O", "H", "H", "H", "H", "H", "H", "H", "H", "H", "H", "H"],
  "xyz": [[2.520187, 0.560484, 0.236059], [1.314510, -0.383895, -0.042793], [1.647481, -1.755581, -0.220334], [0.153989, 0.102280, 0.094612], [-0.511801, 1.538494, 0.257323], [-2.021047, 1.486318, -0.226536], [-2.631840, 0.088146, -0.057727], [-4.227171, -0.582447, -0.492370], [-1.270768, -0.618516, -0.042001], [-1.155544, -1.970113, 0.098778], [2.001347, 1.318388, 0.771817], [3.269081, -0.006652, 0.914360], [2.987195, 0.736391, -0.782466], [1.396644, -2.290282, 0.808126], [1.021145, -2.187722, -0.985242], [2.726789, -1.859942, -0.405987], [-0.310148, 1.829802, 1.401514], [-0.080824, 2.325349, -0.307083], [-2.217771, 1.867624, -1.239180], [-2.578444, 2.254428, 0.373499], [-2.033019, -2.452549, -0.154370]],
  "forces_ev_per_a": [[0.088, -2.748, -0.753], [1.953, 2.072, 0.950], [-0.222, -2.424, 2.349], [-7.588, 1.411, -1.062], [0.865, -0.787, 1.916], [-1.822, 1.526, 1.553], [9.943, -0.068, -0.324], [-0.818, -0.413, -0.034], [-2.384, -1.252, 0.946], [-2.149, -1.077, -1.022], [0.643, 1.360, 0.074], [-1.409, 0.968, -1.128], [-0.549, 0.401, 1.496], [0.643, 0.797, -2.214], [0.136, -0.267, -0.181], [-0.596, 0.081, -0.139], [-1.035, -0.588, -2.351], [0.982, 0.599, -0.579], [0.755, -0.261, -0.022], [0.437, -0.660, -0.152], [2.126, 1.329, 0.677]],
  "lowdin_charge": [0.071, -0.127, -0.021, -0.062, -0.078, -0.218, -0.667, 0.940, -0.199, -0.020, 0.064, 0.136, 0.132, 0.163, 0.097, 0.106, 0.182, 0.098, 0.122, 0.129, 0.152],
  "e_above_lowest_kcal_mol": 62.0,
  "smiles": "C[N+](C)=C1CCC(Br)=C1O",
  "homo_energy_ha": -0.4433,
  "lumo_energy_ev": -4.54,
  "total_charge": 1
}


Which formula does entry 2 have? C7H11BrNO